C39H45BrFGeNPS7Tb as an isolated structure. Source: the OMol25 dataset; level of theory: ωB97M-V/def2-TZVPD.

Each line ends with the Löwdin spin population.
Element x y z (Å)
Tb (-0.913, 0.895, 0.006)  6.12
S (-1.703, 1.786, -2.815)  -0.01
C (-0.497, 1.015, -3.830)  0.00
C (-0.857, 0.768, -5.148)  0.00
C (0.029, 0.198, -6.042)  0.00
C (1.296, -0.153, -5.599)  0.00
C (1.657, 0.064, -4.286)  0.00
C (0.786, 0.662, -3.370)  0.00
S (1.369, 0.982, -1.771)  -0.02
H (-1.854, 1.044, -5.462)  0.00
H (-0.263, 0.036, -7.073)  0.00
H (2.011, -0.589, -6.286)  0.00
H (2.637, -0.232, -3.940)  0.00
C (5.608, 3.889, 0.230)  0.00
C (4.289, 4.527, -0.181)  0.00
S (2.839, 3.426, -0.363)  0.00
C (2.313, 3.127, 1.354)  0.00
C (3.187, 2.200, 2.177)  0.00
S (3.230, 0.452, 1.644)  0.00
C (4.192, 0.520, 0.095)  0.00
C (5.614, 1.013, 0.298)  0.00
S (6.098, 2.430, -0.758)  0.00
H (5.621, 3.589, 1.277)  0.00
H (6.407, 4.617, 0.071)  0.00
H (4.400, 4.939, -1.183)  0.00
H (4.028, 5.329, 0.511)  0.00
H (1.303, 2.698, 1.247)  0.00
H (2.238, 4.100, 1.847)  0.00
H (2.792, 2.141, 3.193)  0.00
H (4.213, 2.560, 2.235)  0.00
H (3.632, 1.118, -0.621)  0.00
H (4.174, -0.512, -0.253)  0.00
H (6.340, 0.242, 0.042)  0.00
H (5.795, 1.321, 1.327)  0.00
F (-7.310, -1.049, -0.404)  0.00
C (-6.017, -0.579, -0.269)  0.00
C (-5.652, 0.589, -0.902)  0.00
C (-4.344, 1.036, -0.762)  0.00
C (-3.358, 0.377, 0.005)  -0.02
C (-3.827, -0.798, 0.635)  0.00
C (-5.120, -1.288, 0.503)  0.00
H (-6.374, 1.133, -1.499)  0.00
H (-4.088, 1.949, -1.299)  0.00
H (-3.145, -1.371, 1.266)  0.00
H (-5.425, -2.209, 0.985)  0.00
S (0.419, -3.303, 2.338)  0.00
P (0.075, -3.386, 0.406)  0.00
S (-0.116, -1.772, -0.746)  -0.02
C (-1.403, -4.444, 0.131)  0.00
C (-2.562, -3.927, -0.424)  0.00
C (-3.682, -4.731, -0.544)  0.00
C (-3.644, -6.044, -0.108)  0.00
C (-2.485, -6.556, 0.457)  0.00
C (-1.366, -5.757, 0.579)  0.00
C (1.353, -4.418, -0.430)  0.00
C (1.244, -4.662, -1.793)  0.00
C (2.197, -5.431, -2.432)  0.00
C (3.262, -5.956, -1.715)  0.00
C (3.378, -5.699, -0.360)  0.00
C (2.427, -4.927, 0.282)  0.00
H (-2.576, -2.898, -0.762)  0.00
H (-4.585, -4.326, -0.977)  0.00
H (-4.520, -6.672, -0.201)  0.00
H (-2.459, -7.579, 0.809)  0.00
H (-0.457, -6.132, 1.032)  0.00
H (0.419, -4.229, -2.342)  0.00
H (2.115, -5.621, -3.493)  0.00
H (4.008, -6.558, -2.218)  0.00
H (4.212, -6.101, 0.200)  0.00
H (2.501, -4.710, 1.340)  0.00
Br (-2.373, 3.867, 1.628)  0.00
C (-1.934, 4.209, -0.214)  0.00
C (-2.653, 5.133, -0.926)  0.00
C (-2.211, 5.393, -2.241)  0.00
C (-1.152, 4.693, -2.732)  0.00
C (-0.585, 3.644, -1.958)  0.00
N (-0.884, 3.522, -0.626)  -0.01
H (-3.503, 5.639, -0.501)  0.00
H (-2.708, 6.155, -2.826)  0.00
H (-0.777, 4.835, -3.732)  0.00
H (0.380, 3.236, -2.236)  0.00
C (-0.439, 2.930, 4.736)  0.00
Ge (-1.003, 1.099, 4.095)  0.00
C (-0.446, -0.173, 5.566)  0.00
C (-2.999, 1.076, 4.169)  0.00
C (-0.209, 0.595, 2.383)  -0.02
H (-0.238, 2.927, 5.805)  0.00
H (-1.219, 3.659, 4.535)  0.00
H (0.463, 3.263, 4.228)  0.00
H (-1.000, -0.028, 6.490)  0.00
H (0.615, -0.075, 5.773)  0.00
H (-0.615, -1.190, 5.228)  0.00
H (-3.361, 1.380, 5.148)  0.00
H (-3.374, 0.076, 3.971)  0.00
H (-3.430, 1.739, 3.427)  0.00
H (-0.313, -0.506, 2.395)  0.00
H (0.867, 0.745, 2.558)  0.00

Values from the calculation:
Max |F|, Eh/bohr: 0.014
Multiplicity: 7
E_HOMO (alpha / beta), eV: -1.599 / -1.595
Energy relative to the best compared isomer or geometry (same formula, charge and spin), kJ/mol: 97.55
Charge: -2
<S²>: 12.682
Orbital gap (alpha / beta), hartree: 0.1942 / 0.1941



C39H45FIrN8O3S2Si as an isolated structure. Source: the OMol25 dataset; level of theory: ωB97M-V/def2-TZVPD.

Each line ends with the Löwdin spin population.
Element x y z (Å)
Ir (1.100, 1.577, -0.035)  -0.02
F (-2.346, -3.291, 3.128)  0.00
C (-1.712, -3.533, 1.957)  0.00
C (-0.933, -2.525, 1.456)  0.00
C (-0.255, -2.687, 0.251)  0.00
C (0.604, -1.607, -0.210)  0.00
O (0.868, -0.675, 0.575)  0.00
C (1.081, -1.756, -1.547)  0.00
C (0.914, -2.948, -2.191)  0.00
N (0.245, -4.008, -1.681)  0.00
C (0.267, -5.277, -2.358)  0.00
C (0.191, -5.349, -3.851)  0.00
C (-0.976, -5.794, -3.029)  0.00
C (-0.397, -3.887, -0.468)  0.00
C (-1.191, -4.905, 0.073)  0.00
C (-1.847, -4.767, 1.297)  0.00
N (-2.640, -5.826, 1.773)  0.00
C (-3.491, -5.606, 2.938)  0.00
C (-4.332, -6.864, 3.193)  0.00
N (-4.502, -7.569, 1.900)  0.00
C (-3.209, -8.162, 1.459)  0.00
C (-2.083, -7.165, 1.792)  0.00
C (1.796, -0.618, -2.288)  0.00
O (2.319, -0.884, -3.353)  0.00
O (1.760, 0.537, -1.760)  0.00
H (-0.831, -1.594, 1.992)  0.00
H (1.362, -3.066, -3.168)  0.00
H (0.903, -5.997, -1.850)  0.00
H (0.788, -6.095, -4.351)  0.00
H (0.084, -4.432, -4.406)  0.00
H (-1.193, -6.849, -2.956)  0.00
H (-1.850, -5.161, -3.022)  0.00
H (-1.314, -5.815, -0.489)  0.00
H (-4.141, -4.756, 2.723)  0.00
H (-2.924, -5.378, 3.849)  0.00
H (-5.304, -6.595, 3.608)  0.00
H (-3.840, -7.542, 3.892)  0.00
H (-4.781, -6.861, 1.209)  0.00
H (-5.233, -8.286, 1.952)  0.00
H (-3.264, -8.358, 0.387)  0.00
H (-3.045, -9.108, 1.977)  0.00
H (-1.282, -7.256, 1.061)  0.00
H (-1.656, -7.391, 2.778)  0.00
C (6.698, 0.929, 0.477)  0.00
C (5.780, 1.230, -0.522)  0.00
C (4.451, 1.421, -0.213)  0.00
C (4.006, 1.289, 1.112)  0.00
C (4.950, 1.015, 2.125)  0.00
C (6.274, 0.835, 1.796)  0.00
N (2.686, 1.414, 1.410)  0.00
N (2.262, 1.209, 2.615)  0.00
C (0.960, 1.361, 2.843)  0.00
C (0.411, 1.174, 4.125)  0.00
C (-0.952, 1.230, 4.303)  0.00
C (-1.796, 1.485, 3.226)  0.00
C (-1.266, 1.675, 1.953)  0.00
C (0.094, 1.644, 1.735)  0.01
H (7.734, 0.765, 0.227)  0.00
H (6.104, 1.303, -1.549)  0.00
H (3.735, 1.644, -0.991)  0.00
H (4.600, 0.935, 3.141)  0.00
H (6.986, 0.605, 2.574)  0.00
H (1.083, 0.976, 4.945)  0.00
H (-1.371, 1.067, 5.284)  0.00
H (-2.864, 1.527, 3.372)  0.00
H (-1.952, 1.854, 1.135)  0.00
C (-1.835, 7.581, -1.869)  0.00
Si (-1.954, 6.448, -0.347)  0.00
C (-3.740, 6.386, 0.309)  0.00
C (-0.791, 7.009, 1.045)  0.01
C (-1.657, 4.657, -0.994)  0.02
C (-2.594, 4.087, -1.848)  0.00
C (-2.482, 2.766, -2.261)  0.02
C (-1.453, 1.996, -1.749)  0.00
N (-0.533, 2.523, -0.952)  0.01
C (-0.602, 3.828, -0.631)  0.01
S (0.837, 4.356, 0.189)  0.40
H (-2.024, 8.612, -1.583)  0.00
H (-2.573, 7.313, -2.619)  0.00
H (-0.857, 7.545, -2.339)  0.00
H (-4.027, 7.362, 0.686)  0.00
H (-3.855, 5.675, 1.122)  0.00
H (-4.449, 6.120, -0.468)  0.00
H (-1.188, 7.916, 1.494)  0.00
H (0.206, 7.237, 0.684)  0.00
H (-0.698, 6.270, 1.834)  0.00
H (-3.415, 4.687, -2.202)  0.00
H (-3.186, 2.333, -2.952)  0.00
H (-1.353, 0.946, -1.979)  0.00
C (3.873, 4.360, -4.531)  0.02
N (4.238, 4.855, -3.223)  0.01
C (3.469, 4.723, -2.149)  0.04
N (3.881, 5.192, -0.967)  0.00
S (1.960, 3.964, -2.275)  0.44
H (4.433, 4.900, -5.291)  0.00
H (2.807, 4.521, -4.694)  0.01
H (4.078, 3.290, -4.619)  0.00
H (5.171, 5.225, -3.110)  0.00
H (4.731, 5.721, -0.869)  0.00
H (3.263, 5.135, -0.173)  0.00

Values from the calculation:
Max |F|, Eh/bohr: 0.093
Multiplicity: 2
E_HOMO (alpha / beta), eV: -11.560 / -11.584
Charge: +2
<S²>: 0.758
Orbital gap (alpha / beta), hartree: 0.2470 / 0.2181



C39H45HfN5P2 as an isolated structure. Source: the OMol25 dataset; level of theory: ωB97M-V/def2-TZVPD.

Each line ends with the Löwdin charge.
Element x y z (Å)
Hf (2.239, 1.627, 0.123)  1.79
C (0.332, -3.694, 0.373)  -0.11
C (1.612, -3.332, 0.393)  -0.10
C (2.612, -3.326, -0.728)  -0.24
C (2.656, -2.066, -1.611)  -0.23
C (1.542, -1.875, -2.593)  -0.12
C (0.406, -2.558, -2.687)  -0.09
C (0.054, -3.931, -2.205)  -0.18
C (-0.519, -4.126, -0.774)  -0.17
C (0.957, 3.276, -0.323)  -0.22
H (-0.263, -3.574, 1.290)  0.10
H (2.084, -3.100, 1.373)  0.11
H (2.432, -4.203, -1.348)  0.09
H (3.609, -3.446, -0.258)  0.04
H (2.679, -1.168, -0.963)  0.05
H (3.638, -2.031, -2.120)  0.04
H (1.654, -0.943, -3.186)  0.10
H (-0.391, -2.116, -3.302)  0.11
H (0.882, -4.641, -2.334)  0.11
H (-0.733, -4.288, -2.893)  0.12
H (-1.500, -3.623, -0.681)  0.10
H (-0.775, -5.187, -0.727)  0.12
H (-0.109, 3.097, -0.200)  0.03
H (1.136, 3.371, -1.406)  0.03
H (1.167, 4.247, 0.123)  0.03
P (5.076, 0.262, -3.545)  1.08
P (5.847, -2.408, -0.704)  1.14
N (4.643, -0.274, -5.217)  -0.27
N (6.508, 1.172, -4.186)  -0.26
N (6.173, -3.979, -1.743)  -0.21
N (7.252, -2.777, 0.295)  -0.30
C (6.082, -1.256, -3.221)  -0.43
C (6.748, -1.265, -1.828)  -0.41
C (3.612, 0.336, -5.938)  -0.17
C (3.639, -0.115, -7.259)  -0.08
C (4.746, -1.016, -7.371)  -0.06
C (5.342, -1.089, -6.113)  -0.15
C (6.660, 2.540, -3.961)  -0.18
C (7.813, 2.980, -4.607)  -0.09
C (8.398, 1.847, -5.254)  -0.06
C (7.581, 0.752, -4.985)  -0.13
C (5.213, -4.863, -2.260)  -0.15
C (5.832, -5.800, -3.082)  -0.08
C (7.223, -5.507, -3.071)  -0.08
C (7.404, -4.387, -2.262)  -0.17
C (7.878, -3.986, 0.642)  -0.14
C (9.077, -3.707, 1.285)  -0.07
C (9.198, -2.274, 1.354)  -0.08
C (8.080, -1.736, 0.751)  -0.18
H (6.888, -1.379, -3.955)  0.06
H (5.415, -2.121, -3.354)  0.06
H (7.808, -1.575, -1.926)  0.10
H (6.776, -0.257, -1.373)  0.06
H (2.956, 1.038, -5.445)  0.08
H (2.966, 0.170, -8.052)  0.10
H (5.089, -1.532, -8.257)  0.10
H (6.214, -1.656, -5.813)  0.09
H (5.929, 3.063, -3.362)  0.07
H (8.188, 3.997, -4.621)  0.10
H (9.297, 1.821, -5.855)  0.10
H (7.694, -0.270, -5.307)  0.09
H (4.165, -4.801, -1.966)  0.07
H (5.343, -6.603, -3.636)  0.10
H (8.017, -6.044, -3.584)  0.10
H (8.335, -3.899, -1.971)  0.11
H (7.438, -4.945, 0.392)  0.11
H (9.796, -4.434, 1.652)  0.10
H (10.004, -1.702, 1.803)  0.10
H (7.804, -0.707, 0.558)  0.09
C (-3.223, -1.289, -0.166)  -0.05
C (-2.674, -0.456, -1.148)  -0.04
C (-1.405, 0.100, -0.946)  -0.01
C (-0.756, -0.104, 0.288)  -0.28
C (-1.379, -0.821, 1.320)  -0.04
C (-2.595, -1.461, 1.079)  -0.04
N (0.521, 0.437, 0.545)  0.00
C (0.778, 0.903, 1.856)  -0.34
C (-0.148, 1.730, 2.511)  0.06
C (0.334, 2.925, 3.020)  0.00
C (1.673, 3.254, 2.885)  -0.01
C (2.626, 2.310, 2.412)  -0.17
C (2.179, 0.970, 2.178)  -0.22
H (-4.178, -1.789, -0.337)  0.13
H (-3.250, -0.234, -2.051)  0.13
H (-0.939, 0.733, -1.701)  0.11
H (-0.906, -0.843, 2.299)  0.12
H (-3.044, -2.054, 1.881)  0.13
H (-1.206, 1.457, 2.511)  0.15
H (-0.363, 3.605, 3.522)  0.15
H (2.014, 4.249, 3.158)  0.14
H (3.691, 2.539, 2.478)  0.13
H (2.765, 0.047, 2.288)  0.15

Values from the calculation:
Max |F|, Eh/bohr: 0.104
E_HOMO, eV: -11.747
Energy relative to the best compared isomer or geometry (same formula, charge and spin), kJ/mol: 0.00
Charge: +2
Orbital gap, hartree: 0.1088



Among the records above, which one has the lowest max |F|?
C39H45BrFGeNPS7Tb



Which of these has the lowest charge?
C39H45BrFGeNPS7Tb